ORCA calculation (wB97M-V/def2-TZVPD) on 28 unconnected molecules or ions with the total composition H56O28.

Summary:
LUMO level = 0.02 eV
E_tot = -2140.40689 hartree
HOMO level = -10.7 eV
Energy relative to the best compared isomer or geometry (same formula, charge and spin) = 1.102 eV

Positions of all 84 atoms, in Å:
1 O -4.73 2.32 0.23
2 O 2.80 0.12 4.17
3 O 2.26 -2.36 3.32
4 O -2.00 1.02 -0.26
5 O -3.60 -1.03 -1.67
6 O 1.77 0.31 -1.63
7 O 1.35 -4.50 -3.97
8 O 0.17 -1.29 -3.08
9 O 0.32 -2.89 1.37
10 O 0.79 3.71 2.35
11 O -1.51 3.98 0.60
12 O 2.54 2.38 0.06
13 O -1.64 -5.54 -0.52
14 O 0.98 1.04 2.47
15 O -0.04 -2.86 -5.38
16 O 4.18 -0.76 -0.50
17 O -1.06 1.51 -2.96
18 O -3.57 3.38 -2.13
19 O -1.92 -2.98 3.57
20 O 2.38 5.84 -0.52
21 O -1.48 -3.87 -2.51
22 O -2.95 -1.73 1.21
23 O -1.64 1.03 2.93
24 O 5.50 1.79 0.96
25 O 0.24 -0.15 0.40
26 O -2.14 -0.68 5.22
27 O 2.43 -2.89 -2.00
28 O 0.12 4.10 -2.02
29 H 0.74 -3.33 -5.09
30 H 5.82 1.44 1.79
31 H 1.48 -2.42 2.72
32 H 0.86 4.38 -1.43
33 H 0.13 -2.36 -6.22
34 H 3.00 -2.53 2.76
35 H -3.07 -0.68 5.48
36 H -2.08 0.04 4.60
37 H -2.99 4.11 -1.86
38 H 3.02 -2.85 -1.23
39 H -0.74 -0.21 0.10
40 H -0.92 -3.17 -2.19
41 H 0.36 -3.51 0.65
42 H -4.29 2.79 -0.50
43 H -1.53 1.24 -1.13
44 H 0.95 -0.67 -2.95
45 H 0.42 -1.02 0.77
46 H 2.72 6.76 -0.55
47 H -1.95 -3.65 4.27
48 H -5.52 2.79 0.52
49 H 0.06 4.92 -2.56
50 H -2.43 -5.28 -0.04
51 H 4.46 0.01 0.01
52 H -2.80 0.52 -0.47
53 H 0.13 4.19 1.88
54 H -0.92 3.84 -0.12
55 H 1.69 0.55 2.97
56 H 3.42 -0.36 -0.97
57 H -1.82 -3.64 -3.40
58 H -3.01 2.77 -2.69
59 H -0.33 2.08 -3.07
60 H 3.34 2.01 0.47
61 H 1.84 1.16 -1.20
62 H 1.68 -2.31 -1.92
63 H -1.93 1.42 2.07
64 H -3.06 -1.51 -2.32
65 H 2.82 0.54 5.03
66 H -1.80 -5.17 -1.39
67 H -2.52 -0.87 1.47
68 H 0.15 -1.77 -3.91
69 H 1.84 -4.27 -3.17
70 H 2.60 -0.82 4.19
71 H 2.15 5.66 0.41
72 H 1.17 -0.16 -1.00
73 H -2.13 3.25 0.58
74 H -0.89 0.65 -3.27
75 H -2.69 -2.35 1.92
76 H -3.56 -1.45 -0.77
77 H 5.80 2.71 1.04
78 H -0.62 -2.69 1.54
79 H -1.86 -2.18 4.14
80 H 2.09 2.64 0.88
81 H 0.51 -4.88 -3.69
82 H 0.43 2.89 2.72
83 H 0.91 0.81 1.57
84 H -0.67 0.91 2.83

Atom charges from the Löwdin analysis, given in e for atoms 1 to 4:
1. O -0.075
2. O -0.052
3. O -0.040
4. O -0.081

ORCA calculation (wB97M-V/def2-TZVPD) on 2 unconnected molecules or ions with the total composition H5N2O2PS.

Summary:
SMILES = NNP(=O)=S.O
LUMO level = -0.70 eV
E_tot = -1002.52626 hartree
HOMO level = -9.7 eV
Energy relative to the best compared isomer or geometry (same formula, charge and spin) = 1.447 eV

Positions of all 11 atoms, in Å:
1 S 3.20 0.83 -0.43
2 P 2.02 -0.61 0.03
3 O 0.12 1.50 0.73
4 O 1.91 -1.20 1.35
5 N -0.38 -1.67 -0.74
6 N 0.72 -0.79 -1.05
7 H 0.78 -0.67 -2.06
8 H 1.06 1.36 1.09
9 H 0.20 1.42 -0.27
10 H -1.22 -1.05 -0.85
11 H -0.26 -1.79 0.29

Atom charges from the Löwdin analysis, given in e for atoms 1 to 4:
1. S 0.293
2. P 0.203
3. O -0.158
4. O -0.343

ORCA calculation (wB97M-V/def2-TZVPD) on H5N2OP in the gas phase.

Summary:
SMILES = NPNO
LUMO level = 0.85 eV
E_tot = -528.99242 hartree
HOMO level = -8.6 eV
Energy relative to the best compared isomer or geometry (same formula, charge and spin) = 4.571 eV

Positions of all 9 atoms, in Å:
1 P -1.12 -0.38 -0.31
2 O 1.86 -1.01 -0.83
3 N -1.22 1.31 -0.06
4 N 0.64 -0.76 -0.04
5 H -0.66 1.99 0.65
6 H -1.38 1.73 -0.99
7 H 0.82 -1.53 0.72
8 H 2.52 -0.53 -0.27
9 H -1.46 -0.83 1.14

Atom charges from the Löwdin analysis, given in e for atoms 1 to 4:
1. P 0.716
2. O -0.183
3. N -0.355
4. N -0.403

ORCA calculation (wB97M-V/def2-TZVPD) on 2 unconnected molecules or ions with the total composition H5N2OP.

Summary:
LUMO level = 0.82 eV
E_tot = -529.08057 hartree
HOMO level = -7.9 eV
Energy relative to the best compared isomer or geometry (same formula, charge and spin) = 2.173 eV

Positions of all 9 atoms, in Å:
1 P 0.66 -0.11 -0.63
2 O 1.43 -1.01 0.45
3 N 0.85 1.34 0.15
4 N -1.62 -0.62 -0.05
5 H 1.49 -1.94 0.20
6 H 0.87 1.30 1.16
7 H 0.31 2.11 -0.21
8 H -1.89 -1.33 -0.73
9 H -2.09 0.24 -0.34

Atom charges from the Löwdin analysis, given in e for atoms 1 to 4:
1. P 0.800
2. O -0.333
3. N -0.216
4. N -0.196

| no. | strongest force on any atom (eV/Å) |
| --- | --- |
| 1 | 3.07 |
| 2 | 2.83 |
| 3 | 4.61 |
| 4 | 3.04 |